This record from OMol25 describes C45H48CsN5O2P2S2 as an isolated structure. The level of theory is the ωB97M-V functional and the def2-TZVPD basis.

```
! RIJCOSX wB97M-V def2-TZVPD def2/J DEFGRID3
* xyz -2 1
Cs -0.767 0.244 -0.229
O -1.224 0.268 -2.971
C -0.730 0.040 -4.125
C -1.296 0.570 -5.323
C -0.709 0.387 -6.558
C 0.479 -0.333 -6.696
C 1.045 -0.883 -5.552
C 0.458 -0.745 -4.303
C 1.128 -1.328 -3.106
N 0.726 -2.246 -2.330
C -0.530 -2.928 -2.613
C -1.606 -2.669 -1.560
N -1.141 -2.886 -0.201
C -1.755 -3.669 0.595
C -2.863 -4.615 0.379
C -2.944 -5.438 -0.742
C -3.934 -6.398 -0.878
C -4.867 -6.534 0.155
C -4.805 -5.753 1.286
C -3.794 -4.754 1.469
O -3.742 -4.016 2.501
H -2.206 1.152 -5.220
H -1.175 0.824 -7.436
H 0.948 -0.459 -7.664
H 1.974 -1.441 -5.630
H 2.107 -0.904 -2.854
H -0.303 -4.000 -2.622
H -0.946 -2.655 -3.590
H -2.501 -3.239 -1.821
H -1.872 -1.612 -1.648
H -1.399 -3.654 1.627
H -2.189 -5.340 -1.516
H -3.976 -7.031 -1.756
H -5.654 -7.279 0.069
H -5.526 -5.874 2.088
C -5.774 -0.534 4.002
C -4.717 -1.089 3.297
C -3.777 -0.243 2.719
C -3.898 1.134 2.846
C -4.961 1.690 3.556
C -5.895 0.849 4.132
N -2.870 1.899 2.216
N -2.950 3.121 2.378
C -1.875 3.859 1.777
C -2.087 5.219 1.605
C -1.059 5.972 1.056
C 0.133 5.346 0.737
C 0.245 3.978 0.967
N -0.744 3.243 1.467
H -6.513 -1.182 4.457
H -4.598 -2.163 3.176
H -2.932 -0.654 2.178
H -5.037 2.765 3.645
H -6.726 1.270 4.686
H -3.035 5.650 1.896
H -1.188 7.035 0.892
H 0.981 5.876 0.325
H 1.170 3.458 0.745
S 3.888 4.454 0.199
P 3.633 2.760 -0.810
S 2.564 1.290 0.003
C 2.986 3.155 -2.485
C 3.457 4.294 -3.137
C 3.045 4.580 -4.429
C 2.155 3.734 -5.080
C 1.674 2.605 -4.436
C 2.090 2.318 -3.140
C 5.272 2.062 -1.277
C 5.344 0.769 -1.790
C 6.560 0.244 -2.200
C 7.719 1.004 -2.093
C 7.653 2.289 -1.575
C 6.433 2.817 -1.170
H 4.135 4.957 -2.613
H 3.416 5.469 -4.927
H 1.831 3.956 -6.090
H 0.976 1.944 -4.934
H 1.708 1.442 -2.630
H 4.441 0.175 -1.848
H 6.604 -0.763 -2.597
H 8.670 0.591 -2.409
H 8.555 2.883 -1.482
H 6.365 3.816 -0.755
C 1.624 1.076 4.925
C 0.781 0.974 3.657
P 0.094 -0.678 3.197
C 1.614 -1.729 3.277
C 1.480 -3.024 2.473
C -0.807 -1.140 4.743
C -1.380 -2.556 4.700
H 2.017 2.088 5.043
H 2.478 0.397 4.890
H 1.044 0.839 5.820
H 1.367 1.301 2.792
H -0.073 1.656 3.699
H 1.891 -1.935 4.316
H 2.414 -1.119 2.846
H 0.726 -3.686 2.900
H 2.427 -3.568 2.449
H 1.179 -2.816 1.444
H -1.620 -0.413 4.842
H -0.157 -1.019 5.616
H -1.997 -2.739 3.818
H -2.001 -2.751 5.578
H -0.580 -3.301 4.699
*
```

Computed properties:
- E (eV) = -99789.416
- energy above the lowest of the compared OMol25 structures with the same formula, charge and spin (eV) = 0.614
- E_LUMO (eV) = 3.3
- Kohn-Sham gap (eV) = 5.512

This record from OMol25 describes a 2-piece molecular cluster, C3H7OS overall. The level of theory is the ωB97M-V functional and the def2-TZVPD basis.

```
! RIJCOSX wB97M-V def2-TZVPD def2/J DEFGRID3
* xyz -1 1
C 1.991 -0.507 -1.395
S 1.938 1.249 -0.920
H 1.255 -1.141 -0.875
H 2.971 -0.945 -1.162
H 1.805 -0.711 -2.459
O -2.073 -0.157 2.624
C -1.268 0.231 1.807
C -1.508 0.282 0.328
H -0.357 0.757 2.152
H -0.566 0.442 -0.205
H -2.017 -0.623 -0.007
H -2.170 1.122 0.111
*
```

Computed properties:
- E (eV) = -16107.561
- energy above the lowest of the compared OMol25 structures with the same formula, charge and spin (eV) = 0.716
- E_LUMO (eV) = 3.9
- Kohn-Sham gap (eV) = 6.287

This record from OMol25 describes a 2-piece molecular cluster, HNO2S2 overall. The level of theory is the ωB97M-V functional and the def2-TZVPD basis.

```
! RIJCOSX wB97M-V def2-TZVPD def2/J DEFGRID3
* xyz 0 1
N 0.197 -0.652 -0.628
O -2.116 0.132 -1.573
O -1.074 1.209 0.389
S 2.640 -0.346 1.066
S -0.989 0.273 -0.656
H 1.342 -0.616 1.402
*
```

Computed properties:
- E (eV) = -27265.072
- energy above the lowest of the compared OMol25 structures with the same formula, charge and spin (eV) = 4.244
- E_LUMO (spin up / spin down) (eV) = -4.7 / -4.7
- Kohn-Sham gap (spin up / spin down) (eV) = 5.068 / 5.091

This record from OMol25 describes a 8-piece molecular cluster, C36H49N11O3P overall. The level of theory is the ωB97M-V functional and the def2-TZVPD basis.

```
! RIJCOSX wB97M-V def2-TZVPD def2/J DEFGRID3
* xyz 1 1
C 1.043 1.281 -0.270
P -0.153 2.580 -0.710
C 0.298 4.052 0.273
N -1.778 2.024 -0.229
C -2.817 2.845 -0.401
N -2.885 3.775 -1.330
N -3.867 2.567 0.432
C -3.243 1.811 1.517
O -4.110 1.128 2.400
C -5.056 0.450 1.811
N -5.860 -0.215 1.320
C -2.070 1.056 0.866
C -2.378 -0.329 0.253
C -2.241 -0.331 -1.255
O -1.172 -0.454 -1.786
O -3.400 -0.200 -1.935
H 1.289 0.732 -1.171
H 0.666 0.618 0.509
H 1.935 1.760 0.133
H 1.279 4.326 -0.118
H 0.417 3.887 1.345
H -0.368 4.890 0.080
H -2.080 3.993 -1.902
H -3.772 4.211 -1.530
H -4.333 3.401 0.777
H -2.771 2.555 2.164
H -1.322 0.971 1.647
H -3.375 -0.680 0.511
H -1.653 -1.057 0.606
H -3.312 0.475 -2.623
N -7.876 1.828 -0.071
C -9.118 1.359 -0.384
C -9.833 2.386 -0.945
C -8.983 3.524 -0.973
C -7.785 3.146 -0.429
H -7.148 1.283 0.355
H -9.386 0.335 -0.179
H -10.850 2.330 -1.295
H -9.227 4.504 -1.349
H -6.878 3.705 -0.266
N 5.171 1.875 -1.935
C 4.103 2.716 -1.798
C 4.581 3.962 -1.487
C 5.996 3.872 -1.434
C 6.329 2.575 -1.715
H 5.107 0.897 -2.159
H 3.098 2.359 -1.936
H 3.986 4.845 -1.318
H 6.688 4.667 -1.217
H 7.295 2.100 -1.780
N 8.700 0.432 0.364
C 9.052 -0.625 1.160
C 10.027 -0.192 2.018
C 10.272 1.178 1.730
C 9.437 1.534 0.706
H 8.008 0.403 -0.360
H 8.583 -1.588 1.046
H 10.518 -0.790 2.769
H 10.980 1.825 2.219
H 9.306 2.473 0.195
N 6.921 -0.765 -3.096
C 6.788 -1.050 -4.430
C 6.790 -2.410 -4.565
C 6.927 -2.970 -3.264
C 7.006 -1.932 -2.378
H 6.967 0.157 -2.707
H 6.707 -0.264 -5.161
H 6.705 -2.949 -5.493
H 6.967 -4.016 -3.012
H 7.115 -1.924 -1.307
N 9.252 -2.296 4.874
C 9.460 -1.735 6.105
C 9.950 -2.710 6.932
C 10.044 -3.905 6.169
C 9.609 -3.617 4.904
H 8.894 -1.810 4.072
H 9.243 -0.696 6.285
H 10.213 -2.581 7.968
H 10.394 -4.865 6.511
H 9.523 -4.236 4.027
N -10.067 -0.842 -3.008
C -9.951 -1.088 -4.348
C -10.195 -2.420 -4.554
C -10.471 -3.000 -3.286
C -10.386 -2.001 -2.354
H -9.936 0.053 -2.571
H -9.708 -0.298 -5.038
H -10.179 -2.923 -5.506
H -10.707 -4.031 -3.084
H -10.526 -2.018 -1.286
N -5.593 -4.414 1.747
C -6.166 -5.568 2.211
C -7.455 -5.281 2.567
C -7.670 -3.901 2.305
C -6.505 -3.391 1.799
H -4.650 -4.336 1.418
H -5.611 -6.489 2.247
H -8.167 -5.982 2.968
H -8.579 -3.347 2.469
H -6.258 -2.392 1.475
*
```

Computed properties:
- E (eV) = -69939.870
- energy above the lowest of the compared OMol25 structures with the same formula, charge and spin (eV) = 0.396
- E_LUMO (eV) = -3.5
- Kohn-Sham gap (eV) = 5.829

This record from OMol25 describes a 2-piece molecular cluster, C2H10NS2 overall. The level of theory is the ωB97M-V functional and the def2-TZVPD basis.

```
! RIJCOSX wB97M-V def2-TZVPD def2/J DEFGRID3
* xyz 1 1
C 0.237 2.838 0.115
N 0.383 1.548 -0.691
H 1.084 3.419 -0.239
H 0.367 2.697 1.189
H -0.758 3.320 -0.092
H 1.327 1.270 -0.456
H -0.383 0.885 -0.457
H 0.113 1.634 -1.676
C 0.274 -3.345 0.667
S 0.035 -1.522 0.666
S -1.757 -1.597 -0.535
H -0.455 -3.853 1.311
H 0.238 -3.606 -0.405
H 1.279 -3.416 1.111
H -1.983 -0.272 -0.508
*
```

Computed properties:
- E (eV) = -25389.255
- energy above the lowest of the compared OMol25 structures with the same formula, charge and spin (eV) = 1.260
- E_LUMO (eV) = -3.9
- Kohn-Sham gap (eV) = 8.120

This record from OMol25 describes one molecule with the formula C5H10O. The level of theory is the ωB97M-V functional and the def2-TZVPD basis.

```
! RIJCOSX wB97M-V def2-TZVPD def2/J DEFGRID3
* xyz 0 1
C 2.075 -0.586 -0.080
C 0.618 -0.962 0.257
C -0.545 -0.210 -0.305
C -1.890 -0.996 -0.114
C -0.583 1.178 0.339
H 2.642 -1.129 -1.157
H 2.164 0.572 -0.098
H 2.687 -1.140 0.888
H 0.648 -2.081 0.102
H 0.478 -0.911 1.373
H -0.346 -0.068 -1.412
H -1.725 -2.111 -0.267
H -2.858 -0.804 -0.741
H -2.195 -0.749 0.953
H -1.203 1.222 1.295
O 0.208 2.081 -0.190
*
```

Computed properties:
- E (eV) = -7391.891
- energy above the lowest of the compared OMol25 structures with the same formula, charge and spin (eV) = 2.874
- E_LUMO (eV) = 0.5
- Kohn-Sham gap (eV) = 10.440
- structure (SMILES) = CC[C@@H](C)C=O

Going through the records in order, we get max |F| values of 0.5, 1.2, 2.3, 2.5, 2.7, 6.8 eV Å⁻¹.